one:
A cluster of 2 separate species, C2H3N3O in total, computed with ωB97M-V with the def2-TZVPD basis set.

CARTESIAN COORDINATES (ANGSTROEM)
1 O -1.6108 -1.4979 -0.9992
2 C 0.3505 -0.8789 -0.5065
3 N 1.4110 -0.4507 0.1240
4 N 0.9879 0.7467 0.6618
5 C -0.2912 1.0067 0.4244
6 N -0.7076 0.0184 -0.3478
7 H -0.9098 -2.1379 -1.2057
8 H 1.6474 1.3348 1.1304
9 H -0.8774 1.8589 0.7187

- orbital gap (alpha / beta) (Ha) = 0.3577 / 0.2812
- lowest unoccupied orbital energy (alpha / beta) (eV) = -0.215 / -1.733



two:
A structure of composition C2H3N3O, computed with ωB97M-V with the def2-TZVPD basis set.

CARTESIAN COORDINATES (ANGSTROEM)
1 O 2.1563 0.2483 -0.4652
2 C 0.8839 0.0981 -0.1875
3 N 0.1259 0.8268 0.6219
4 N -2.1226 -0.1388 0.5173
5 N -0.9322 -0.1324 0.1740
6 C -0.1054 -0.8359 -0.6357
7 H 2.4898 1.0159 0.0270
8 H -2.2280 0.6301 1.1853
9 H -0.2676 -1.7121 -1.2370

- orbital gap (alpha / beta) (Ha) = 0.3093 / 0.3092
- lowest unoccupied orbital energy (alpha / beta) (eV) = 0.245 / 0.244



three:
The molecule C2H3N3O, computed with ωB97M-V with the def2-TZVPD basis set.

CARTESIAN COORDINATES (ANGSTROEM)
1 O -1.6169 1.8524 0.0769
2 C -0.9650 0.8261 0.0273
3 N 0.4833 0.8090 0.0677
4 C 0.9025 -0.4565 -0.0044
5 N -0.1871 -1.1843 -0.0844
6 N -1.3450 -0.4773 -0.0705
7 H 1.0544 1.6371 0.1392
8 H 1.9187 -0.8206 0.0008
9 H -0.2336 -2.1894 -0.1526

- orbital gap (Ha) = 0.3223
- lowest unoccupied orbital energy (eV) = 0.418



four:
A structure of composition C2H3N3O, computed with ωB97M-V with the def2-TZVPD basis set.

CARTESIAN COORDINATES (ANGSTROEM)
1 C 0.0003 -0.0141 -0.8371
2 C 0.2642 -0.2954 1.1013
3 H 1.3192 0.0681 -2.3516
4 H 0.9041 -0.2673 1.9665
5 H -1.4960 0.4771 1.8389
6 N 0.8947 -0.5846 -0.0812
7 N -0.9525 0.0957 0.9550
8 N -1.2279 0.3371 -0.4076
9 O 0.2939 0.1834 -2.1843

- orbital gap (Ha) = 0.3759
- lowest unoccupied orbital energy (eV) = 0.694



Q: Which of them is the least stable? A: one.



one:
A structure of composition C2H3N3O, computed with ωB97M-V with the def2-TZVPD basis set.

CARTESIAN COORDINATES (ANGSTROEM)
1 C -0.1046 -0.3552 0.3451
2 C 0.9861 -0.6477 1.2839
3 H -1.0492 1.6134 -1.2898
4 H 1.4137 0.4524 -0.7855
5 H -2.1148 -0.6562 0.1392
6 N 0.3656 0.6025 -0.5536
7 N -1.2223 -0.9661 0.7435
8 N 1.9111 -0.8618 1.9405
9 O -0.1856 0.8189 -1.8232

- orbital gap (Ha) = 0.3567
- lowest unoccupied orbital energy (eV) = -0.498



two:
The molecule C2H3N3O, computed with ωB97M-V with the def2-TZVPD basis set.

CARTESIAN COORDINATES (ANGSTROEM)
1 N 0.9281 -0.1166 -1.9660
2 C 0.6612 -0.0141 -0.7807
3 C -0.0751 0.1279 0.3141
4 N 0.3158 0.2592 1.6620
5 N -1.4676 -0.1093 0.0493
6 O -1.7772 -0.4129 -1.0845
7 H 1.0310 -1.1020 -2.2572
8 H -0.5158 0.2937 2.2474
9 H 0.8995 1.0741 1.8157

- orbital gap (Ha) = 0.3079
- structure (SMILES) = N=C=C(N)N=O
- lowest unoccupied orbital energy (eV) = -0.331



Q: Which of them is the least stable? A: one.



one:
A structure of composition C2H3N3O, computed with ωB97M-V with the def2-TZVPD basis set.

CARTESIAN COORDINATES (ANGSTROEM)
1 C -1.4518 -0.1577 0.1680
2 C 0.5071 -0.0374 0.0077
3 N -0.1159 -0.8714 0.6102
4 O 2.7545 -0.3294 0.1128
5 N 2.4694 0.6434 -0.5479
6 N 1.0996 0.8647 -0.6410
7 H -1.5310 0.8666 0.5528
8 H -1.5908 -0.1600 -0.9200
9 H -2.1412 -0.8188 0.6575

- orbital gap (Ha) = 0.3663
- lowest unoccupied orbital energy (eV) = -0.117



two:
The molecule C2H3N3O, computed with ωB97M-V with the def2-TZVPD basis set.

CARTESIAN COORDINATES (ANGSTROEM)
1 N -0.8533 0.4191 -1.4354
2 C -0.2370 -0.1096 -0.2576
3 N -0.6328 -0.1904 0.8842
4 C 0.5666 -0.0451 1.6438
5 N 1.5992 -0.0905 0.8605
6 O 1.1816 0.0161 -0.3665
7 H -0.3085 0.0565 -2.4139
8 H -1.8489 0.1159 -1.5666
9 H 0.5330 -0.1720 2.6515

- orbital gap (Ha) = 0.3852
- structure (SMILES) = Nc1ncno1
- lowest unoccupied orbital energy (eV) = 0.670



Q: Which of them is the least stable? A: one.



one:
The molecule C2H3N3O, computed with ωB97M-V with the def2-TZVPD basis set.

CARTESIAN COORDINATES (ANGSTROEM)
1 C -0.0569 0.6463 1.5283
2 C 0.0376 -0.2173 -1.1073
3 N -0.2056 1.4399 0.4658
4 N -0.2207 0.9002 -0.6999
5 N 0.0705 -0.6139 1.5881
6 O 0.3343 -0.6731 -2.2995
7 H 0.1650 1.0836 2.4317
8 H 0.1146 -1.0483 0.5732
9 H -0.2387 -1.5174 -2.4803

- orbital gap (Ha) = 0.2601
- lowest unoccupied orbital energy (eV) = -1.582



two:
The molecule C2H3N3O, computed with ωB97M-V with the def2-TZVPD basis set.

CARTESIAN COORDINATES (ANGSTROEM)
1 C -0.9667 -0.3167 -0.0271
2 N 0.3618 0.2390 -0.0657
3 C 1.5190 -0.8528 -0.0068
4 N 2.2828 -1.6923 -0.0172
5 N 0.8706 1.4257 -0.0210
6 O 0.1164 2.4007 0.0630
7 H -1.3656 -0.5520 -0.9609
8 H -1.0670 -1.0639 0.7377
9 H -1.7513 0.4123 0.2980

- orbital gap (Ha) = 0.3865
- structure (SMILES) = CN(C#N)N=O
- lowest unoccupied orbital energy (eV) = 0.311



Q: Which of them is the least stable? A: one.



one:
The molecule C2H3N3O, computed with ωB97M-V with the def2-TZVPD basis set.

CARTESIAN COORDINATES (ANGSTROEM)
1 N 1.7343 -0.0713 0.0239
2 C 0.4742 -0.5280 0.2882
3 O 0.2500 -1.4852 0.9886
4 N -0.5340 0.1083 -0.5224
5 C -1.8310 0.3454 -0.0588
6 N -1.8835 -0.8718 -0.2557
7 H 1.9092 0.8350 -0.3771
8 H 2.4443 -0.4624 0.6249
9 H -2.4655 1.2136 0.0420

- orbital gap (Ha) = 0.3866
- structure (SMILES) = NC(=O)N1C=N1
- lowest unoccupied orbital energy (eV) = 0.691



two:
The molecule C2H3N3O, computed with ωB97M-V with the def2-TZVPD basis set.

CARTESIAN COORDINATES (ANGSTROEM)
1 H -2.8940 0.9418 0.3507
2 N -1.8862 0.8450 0.2614
3 C -1.5684 -0.3652 0.0592
4 N -0.2459 -0.6788 -0.2296
5 C 0.7611 -0.0280 -0.0264
6 N 1.7768 0.6713 -0.0276
7 O 2.9727 -0.0306 0.2657
8 H -2.2365 -1.2246 -0.0193
9 H 3.3204 -0.1310 -0.6340

- orbital gap (Ha) = 0.3610
- structure (SMILES) = [H]/N=C/N=C=NO
- lowest unoccupied orbital energy (eV) = 0.096



Q: Which of them is the least stable? A: two.



one:
A cluster of 2 separate species, C2H3N3O in total, computed with ωB97M-V with the def2-TZVPD basis set.

CARTESIAN COORDINATES (ANGSTROEM)
1 H 0.8395 2.1690 -0.2507
2 N 0.6616 1.1756 -0.3583
3 C -0.5478 0.8939 -0.2285
4 N -1.4683 -0.1329 -0.3102
5 O -1.7704 1.3442 0.0091
6 H -1.5306 -0.6236 0.5893
7 C 1.3049 -1.6002 0.1740
8 N 0.7023 -2.5069 0.5704
9 H 1.8088 -0.7190 -0.1953

- orbital gap (Ha) = 0.4439
- structure (SMILES) = [H]/N=C1/NO1.C#N
- lowest unoccupied orbital energy (eV) = 0.674



two:
A structure of composition C2H3N3O, computed with ωB97M-V with the def2-TZVPD basis set.

CARTESIAN COORDINATES (ANGSTROEM)
1 N -0.5390 -1.1917 1.2636
2 C -0.2071 -0.4530 0.2084
3 N -0.3745 0.8275 0.5854
4 O 0.5660 1.5713 -0.2385
5 C 0.9142 0.6452 -1.1504
6 N 0.4734 -0.5673 -0.9970
7 H -1.0955 -2.0354 1.1090
8 H -0.5962 0.2374 1.7079
9 H 1.5671 1.0010 -1.9508

- orbital gap (Ha) = 0.3783
- lowest unoccupied orbital energy (eV) = 0.688



Q: Which of them is the least stable? A: two.



one:
A cluster of 7 separate species, C6H27NO7 in total, computed with ωB97M-V with the def2-TZVPD basis set.

CARTESIAN COORDINATES (ANGSTROEM)
1 C 2.5309 -2.8158 -0.6176
2 C 2.0434 -2.0340 0.6050
3 N 0.7627 -1.3865 0.3069
4 C 0.0949 -0.9285 1.5635
5 C -0.4393 -2.0951 2.3812
6 C 0.9381 -0.2362 -0.6106
7 C -0.0415 -0.3729 -1.7776
8 O -0.5979 0.8854 -2.1905
9 H 3.4548 -3.3826 -0.3981
10 H 1.7987 -3.5373 -0.9609
11 H 2.7698 -2.1704 -1.4749
12 H 1.9531 -2.7056 1.4691
13 H 2.8128 -1.3127 0.9189
14 H -0.6950 -0.2626 1.2379
15 H 0.7629 -0.3163 2.1771
16 H -0.9544 -2.8341 1.7567
17 H -1.1178 -1.7313 3.1526
18 H 0.3682 -2.6608 2.8408
19 H 0.7561 0.7394 -0.1054
20 H 1.9635 -0.1569 -0.9742
21 H -0.8733 -1.0475 -1.5762
22 H 0.4232 -0.7160 -2.7175
23 H -1.3426 1.1580 -1.5816
24 O -2.3188 1.7001 -0.3647
25 H -1.7545 2.3379 0.1273
26 H -3.0918 2.2031 -0.6491
27 O -3.2701 -1.1059 0.6790
28 H -2.9249 -0.2579 0.3629
29 H -2.7142 -1.8068 0.3210
30 O 0.8688 3.1564 -1.9130
31 H 0.3649 2.2983 -2.0929
32 H 1.8041 2.9255 -1.9775
33 O -0.0380 3.9164 0.4419
34 H -0.1701 4.8662 0.4186
35 H 0.3576 3.6560 -0.4433
36 O 1.7207 2.8779 2.1968
37 H 1.5172 3.2508 3.0548
38 H 1.0750 3.1895 1.5316
39 O -1.3971 -3.1927 -0.5563
40 H -0.5488 -2.7941 -0.2681
41 H -1.2418 -3.6601 -1.3801

- orbital gap (Ha) = 0.3489
- structure (SMILES) = CCN(CC)CCO.O.O.O.O.O.O
- lowest unoccupied orbital energy (eV) = 0.303



two:
A cluster of 8 separate species, C6H27NO7 in total, computed with ωB97M-V with the def2-TZVPD basis set.

CARTESIAN COORDINATES (ANGSTROEM)
1 C -0.9452 1.0310 -3.3780
2 C -0.1864 0.2988 -2.5683
3 C -0.3662 -1.2064 -2.6075
4 C 1.1038 0.7903 -1.9719
5 C 1.0958 0.8287 -0.4295
6 C 2.3879 1.5182 -0.0179
7 N 0.9783 -0.5408 0.0608
8 H -0.6462 2.0223 -3.6624
9 H -1.8776 0.6495 -3.7601
10 H -0.0616 -1.5138 -3.6139
11 H -1.4020 -1.5477 -2.6027
12 H 0.1294 -1.8423 -1.8845
13 H 1.3288 1.7904 -2.3452
14 H 1.9115 0.1403 -2.3062
15 H 0.2267 1.3579 -0.0489
16 H 3.2546 0.8922 -0.2509
17 H 2.4900 2.4962 -0.4951
18 H 2.5118 1.7327 1.0504
19 H 1.0694 -0.5960 1.0707
20 H 1.6575 -1.1404 -0.3925
21 O 0.0107 -3.3459 1.0440
22 H 0.0940 -2.3823 1.1480
23 H -0.3706 -3.5761 1.9020
24 O 2.6696 -2.0386 2.2212
25 H 3.4033 -1.8861 1.6217
26 H 2.2224 -2.8488 1.9486
27 O -2.5708 -1.7886 -0.2459
28 H -2.2589 -1.1886 0.4451
29 H -1.8576 -2.4435 -0.2480
30 O 0.3727 -0.7728 3.1671
31 H -0.1539 -0.1806 3.7205
32 H 1.2820 -0.7026 3.4736
33 O -3.0370 0.9709 -0.6412
34 H -3.2652 1.4876 -1.4178
35 H -3.0466 0.0369 -0.9028
36 O -0.9603 1.6376 3.7116
37 H -1.6441 2.0599 3.1536
38 H -0.2271 1.9008 3.1364
39 O -1.7432 2.6674 1.3311
40 H -1.9460 1.8405 0.8711
41 H -1.6334 3.3919 0.7137

- orbital gap (Ha) = 0.3485
- structure (SMILES) = C=C(C)C[C@H](C)N.O.O.O.O.O.O.O
- lowest unoccupied orbital energy (eV) = 0.421



Q: Which of them is the least stable? A: two.